Record 1
Entry from the OMol25 dataset: an isolated molecule of C4H6O2 in a non-equilibrium geometry (ωB97M-V/def2-TZVPD).

For the HOMO-LUMO gap, the calculation gives 11.0 eV. Its structure (SMILES) is C[C@H]1O[C@H]1C=O. Its LUMO energy is 1.00 eV. The calculation puts the HOMO energy at -9.98 eV.

```
! RIJCOSX wB97M-V def2-TZVPD def2/J DEFGRID3
* xyz 0 1
C -1.20 0.71 0.34
C -0.54 -0.56 -0.14
O -0.35 -0.62 -1.54
C 0.81 -0.76 -0.75
C 1.53 0.24 0.06
O 1.99 -0.18 1.10
H -0.91 0.99 1.35
H -1.03 1.55 -0.35
H -2.28 0.52 0.35
H -0.69 -1.43 0.50
H 1.21 -1.77 -0.73
H 1.47 1.31 -0.18
*
```

Record 2
Entry from the OMol25 dataset: an isolated molecule of C4H6O2 (ωB97M-V/def2-TZVPD).

For the HOMO-LUMO gap (alpha / beta), the calculation gives 7.2 / 7.5 eV. Its LUMO energy (alpha / beta) is -0.25 / -0.05 eV. The calculation puts the HOMO energy (alpha / beta) at -7.45 / -7.53 eV.

```
! RIJCOSX wB97M-V def2-TZVPD def2/J DEFGRID3
* xyz 0 1
O 0.39 0.41 -1.95
C 0.35 0.04 -0.63
C -0.91 -0.66 -0.17
C -1.00 0.10 1.06
C 1.42 0.07 0.26
O 1.24 0.06 1.50
H 0.82 1.27 -2.02
H -0.84 -1.74 -0.05
H -1.68 -0.40 -0.90
H -0.94 -0.35 2.04
H -1.29 1.15 1.01
H 2.44 0.05 -0.15
*
```

Record 3
Entry from the OMol25 dataset: an isolated molecule of C4H6O2 in a non-equilibrium geometry (ωB97M-V/def2-TZVPD).

For the HOMO-LUMO gap, the calculation gives 10.8 eV. Its structure (SMILES) is C1OCC12CO2. Its LUMO energy is 1.00 eV. The calculation puts the HOMO energy at -9.85 eV.

```
! RIJCOSX wB97M-V def2-TZVPD def2/J DEFGRID3
* xyz 0 1
C 1.72 0.34 0.05
O 1.21 -0.65 0.93
C 0.31 -0.17 -0.04
C -0.76 0.82 0.30
O -1.91 -0.02 -0.20
C -1.07 -1.09 -0.55
H 2.53 0.12 -0.64
H 1.87 1.30 0.59
H -0.75 1.65 -0.40
H -0.72 1.15 1.36
H -1.11 -1.88 0.20
H -1.26 -1.51 -1.56
*
```

Record 4
Entry from the OMol25 dataset: an isolated molecule of C4H6O2 (ωB97M-V/def2-TZVPD).

For the HOMO-LUMO gap, the calculation gives 10.9 eV. Its structure (SMILES) is O=CC[C@H]1CO1. Its LUMO energy is 0.94 eV. The calculation puts the HOMO energy at -10.00 eV.

```
! RIJCOSX wB97M-V def2-TZVPD def2/J DEFGRID3
* xyz 0 1
O 0.41 -1.22 2.06
C -0.59 -0.67 1.67
C -0.64 0.32 0.54
C 0.61 0.39 -0.31
C 0.65 -0.11 -1.68
O 0.53 1.27 -1.41
H -1.56 -0.82 2.19
H -0.82 1.29 1.01
H -1.52 0.13 -0.09
H 1.55 0.43 0.25
H 1.60 -0.41 -2.12
H -0.23 -0.59 -2.11
*
```

Record order is preserved below.
Energy above the lowest of the compared OMol25 structures with the same formula, charge and spin: 290.70, 390.65, 399.65, 188.48 kJ/mol